No. 1
2 unconnected molecules or ions with the total composition C2H7NS2 at a distorted geometry, computed with wB97M-V/def2-TZVPD.

```
12
Properties=species:S:1:pos:R:3:mulliken_charge:R:1
C -1.0989 1.3692 -0.2834 -0.253
H 0.8960 -1.0405 0.6233 0.181
H -1.0540 2.3013 0.2706 0.275
S 0.4129 -1.0842 1.8664 -0.175
H 0.4949 -0.9179 -1.8143 0.268
N -0.0949 0.8077 -0.7962 -0.390
H 2.7924 -1.0081 3.0814 0.155
H -0.7765 0.0731 -2.5997 0.343
S 2.0711 -0.0285 2.5366 -0.171
H -1.2332 -0.9232 -1.2240 0.353
H -1.9978 0.7956 0.0030 0.212
C -0.4118 -0.3445 -1.6638 -0.796
```

relative energy (zero: lowest compared OMol25 entry of this formula, charge and spin): 1.492 eV
SMILES string: C=NC.SS
spin multiplicity: 1
HOMO energy: -9.33 eV
LUMO level: 0.4 eV

***

No. 2
2 unconnected molecules or ions with the total composition C2H7NS2, computed with wB97M-V/def2-TZVPD.

```
12
Properties=species:S:1:pos:R:3:lowdin_spin:R:1
C 3.2096 -0.9456 -0.0952 0.102
C -2.5178 0.6687 0.2912 0.055
S 2.7325 0.7845 0.1016 0.874
H -2.1934 1.6974 0.0757 0.000
H -0.1101 1.4081 -0.6116 0.017
H -3.4540 0.4674 -0.2399 0.017
H -2.7324 0.5826 1.3630 0.022
H 3.3070 -1.4095 0.8838 0.026
H 4.1636 -0.9755 -0.6231 0.004
N -1.5782 -0.3222 -0.0795 0.550
S -0.1041 0.0399 -0.5315 0.325
H 2.4498 -1.4589 -0.6803 0.007
```

relative energy (zero: lowest compared OMol25 entry of this formula, charge and spin): 0.164 eV
spin multiplicity: 3
HOMO energy (spin up / spin down): -7.46 / -8.82 eV
LUMO level (spin up / spin down): 0.9 / -2.1 eV
expectation value of S²: 2.008

***

No. 3
2 unconnected molecules or ions with the total composition C2H7O2 at a distorted geometry, computed with wB97M-V/def2-TZVPD.

```
11
Properties=species:S:1:pos:R:3:mulliken_charge:R:1
C -0.0696 0.9827 -0.0870 -0.424
H -1.3302 -1.1580 0.0211 0.469
O -1.0504 0.3073 0.5170 -0.937
H 1.4182 -0.5430 -0.2074 0.209
H 1.4530 0.3449 1.3304 0.245
H -0.1017 2.0728 0.1494 0.287
C 1.3364 0.4472 0.2468 -0.875
H -0.1550 0.9323 -1.2008 0.184
H -2.1505 -2.4927 -0.0750 0.254
O -1.4551 -2.0072 -0.5273 -0.721
H 2.1049 1.1135 -0.1671 0.309
```

relative energy (zero: lowest compared OMol25 entry of this formula, charge and spin): 0.110 eV
spin multiplicity: 1
charge: -1
HOMO energy: -2.76 eV
LUMO level: 4.7 eV

***

No. 4
2 unconnected molecules or ions with the total composition C2H7O3PSi at a distorted geometry, computed with wB97M-V/def2-TZVPD.

```
14
Properties=species:S:1:pos:R:3:mulliken_charge:R:1
O 1.7939 0.9885 -1.8761 -0.695
H -2.7799 1.0906 -0.7892 0.235
C 1.1223 -2.9025 -0.3174 -0.748
O 3.1424 1.4273 0.2279 -0.702
H 1.9800 -1.4266 1.6737 -0.159
O 0.5900 1.3462 0.4089 -0.641
H -2.9265 2.6643 0.0223 0.182
H -1.8266 1.3171 0.6890 0.202
C -2.7869 1.5577 0.1890 -0.945
H 0.9646 -3.5949 0.5051 0.184
Si 1.8585 -1.3600 0.2169 0.027
P 1.8308 0.9769 -0.3655 0.492
H 0.5741 -3.1688 -1.2342 0.230
H -3.5367 1.0842 0.6497 0.339
```

relative energy (zero: lowest compared OMol25 entry of this formula, charge and spin): 1.464 eV
spin multiplicity: 1
charge: -2
HOMO energy: 0.20 eV
LUMO level: 6.2 eV

***

No. 5
3 unconnected molecules or ions with the total composition C2H7O4 at a distorted geometry, computed with wB97M-V/def2-TZVPD.

```
13
Properties=species:S:1:pos:R:3:mulliken_charge:R:1
C 0.4795 0.6319 0.8898 0.311
H 2.1117 -0.7519 0.9242 0.222
H -2.7366 -1.9755 0.4002 0.343
O -2.9714 -2.4542 -0.4048 -0.675
H 0.4132 1.1010 -1.4419 0.292
O -0.5076 1.2708 -1.6007 -0.623
O -0.3607 -0.2976 0.8277 -0.722
H -2.5107 -1.8713 -1.0224 0.326
H -0.9610 0.6628 -0.9986 0.325
C 2.0087 0.2985 0.5966 -0.554
H 2.1294 0.6160 -0.4482 0.152
H 2.6509 0.9240 1.2327 0.233
O 0.2545 1.8454 1.0454 -0.630
```

relative energy (zero: lowest compared OMol25 entry of this formula, charge and spin): 0.949 eV
spin multiplicity: 1
charge: -1
HOMO energy: -4.28 eV
LUMO level: 4.1 eV

***

No. 6
2 unconnected molecules or ions with the total composition C2H7OPS at a distorted geometry, computed with wB97M-V/def2-TZVPD.

```
12
Properties=species:S:1:pos:R:3:mulliken_charge:R:1
H -3.6720 0.9530 0.1789 0.232
P 1.5689 0.7646 0.8619 0.081
H 3.0754 -2.3275 0.4698 0.235
C 2.0061 -1.8574 0.3488 -0.501
H -3.0617 2.5091 -0.4352 0.267
H 1.3634 -2.4960 -0.3631 0.234
O 2.0662 -0.5187 0.0947 -0.163
H 2.3744 1.6881 0.0672 0.070
S -1.1474 0.7747 -0.4114 -0.220
H -3.1858 1.0532 -1.5770 0.226
C -2.9396 1.4276 -0.6167 -0.711
H 1.5521 -1.9705 1.3821 0.250
```

relative energy (zero: lowest compared OMol25 entry of this formula, charge and spin): 4.575 eV
spin multiplicity: 1
HOMO energy (spin up / spin down): -7.65 / -8.49 eV
LUMO level (spin up / spin down): -1.5 / -0.8 eV

***

No. 7
2 unconnected molecules or ions with the total composition C2H7OPS at a distorted geometry, computed with wB97M-V/def2-TZVPD.

```
12
Properties=species:S:1:pos:R:3:mulliken_charge:R:1
H 1.3675 -1.5377 1.0633 0.303
H -1.2675 3.8958 -0.0495 0.160
P -0.4068 -2.3584 -1.2353 -0.048
S -0.0806 3.1594 0.0628 -0.320
C 0.1571 -0.8623 -0.6404 -0.216
O -0.6080 -1.3171 1.5317 -0.505
H -0.0694 3.0311 -1.2964 0.150
H 0.8687 0.1974 1.1284 0.195
H 0.1776 -0.0002 -1.2238 0.262
C 0.5799 -0.8240 0.8090 -0.269
H -0.1251 -1.4755 2.3513 0.304
H -0.5934 -1.9084 -2.5010 -0.015
```

relative energy (zero: lowest compared OMol25 entry of this formula, charge and spin): 3.445 eV
SMILES string: [H]/P=C/CO.S
spin multiplicity: 1
HOMO energy: -9.24 eV
LUMO level: 0.1 eV

***

No. 8
2 unconnected molecules or ions with the total composition C2H7OS at a distorted geometry, computed with wB97M-V/def2-TZVPD.

```
11
Properties=species:S:1:pos:R:3:mulliken_charge:R:1
H 2.5007 -2.1185 0.4481 0.247
H -2.4458 2.2600 0.1842 0.236
S 0.1958 -1.6832 0.4990 -0.661
H -0.3737 0.0192 -0.8448 0.184
H 2.1740 -0.4178 -0.0778 0.238
C -1.6753 1.4639 0.2780 -0.462
H -2.2039 0.5721 0.7420 0.199
O -0.9612 1.0210 -0.9541 -0.574
H 1.8867 -1.5221 -1.1631 0.252
H -0.9012 1.8832 0.9593 0.188
C 1.8039 -1.4779 -0.0709 -0.848
```

relative energy (zero: lowest compared OMol25 entry of this formula, charge and spin): 1.812 eV
spin multiplicity: 1
charge: -1
HOMO energy: -2.47 eV
LUMO level: 4.2 eV

***

No. 9
2 unconnected molecules or ions with the total composition C2H7OS at a distorted geometry, computed with wB97M-V/def2-TZVPD.

```
11
Properties=species:S:1:pos:R:3:mulliken_charge:R:1
C 0.9679 -0.8957 -0.9220 -0.785
S -0.1843 0.2251 2.3784 -0.876
H -0.6779 -1.0393 -2.1281 0.206
H 1.1528 -0.2466 -0.0611 0.213
O -0.6280 0.9763 -1.8308 -0.522
H -1.0257 0.9984 -0.9472 0.293
H 1.9615 -1.2801 -1.1836 0.283
H 0.4266 -1.8001 -0.6000 0.229
H -1.1063 -0.6179 1.9067 -0.076
H 0.6256 -0.0086 -2.9053 0.236
C 0.0747 -0.2586 -1.9948 -0.200
```

relative energy (zero: lowest compared OMol25 entry of this formula, charge and spin): 0.858 eV
spin multiplicity: 1
charge: -1
HOMO energy: -2.63 eV
LUMO level: 3.9 eV

***

No. 10
2 unconnected molecules or ions with the total composition C2H7OS at a distorted geometry, computed with wB97M-V/def2-TZVPD.

```
11
Properties=species:S:1:pos:R:3:mulliken_charge:R:1
H -1.0818 -3.1037 1.2219 0.301
C -0.4939 1.9015 -0.2086 -0.846
H -0.1847 -2.1524 0.4660 0.197
O -0.6163 -2.9552 0.3767 -0.586
C 1.1929 -0.1477 -0.4375 -0.819
H 1.8224 -1.0772 -0.1902 0.092
H 0.5348 2.3090 -0.2943 0.198
H -1.2026 2.0497 -1.0415 0.255
S -0.4586 0.0366 0.2938 -0.219
H -1.2016 2.3683 0.4843 0.277
H 1.6894 0.7711 -0.6707 0.148
```

relative energy (zero: lowest compared OMol25 entry of this formula, charge and spin): 3.976 eV
spin multiplicity: 1
charge: -1
HOMO energy: -0.27 eV
LUMO level: 3.8 eV

***

No. 11
A molecular structure, C2H7OS2 at a distorted geometry, computed with wB97M-V/def2-TZVPD.

```
12
Properties=species:S:1:pos:R:3:mulliken_charge:R:1
H 0.4100 -0.7348 -1.4050 0.178
H -1.5843 -0.0061 -0.2586 0.212
H 0.4689 -2.2380 -0.4036 0.229
H 0.6159 1.5261 1.8115 0.149
H -0.8602 -1.9967 -1.6962 0.353
S 1.1188 1.0967 0.6171 -0.118
C -0.1918 -1.5467 -0.9330 -0.864
S 1.1955 3.1976 -0.1967 -0.405
H 2.0062 3.7346 0.7018 0.055
O -0.2030 -0.5307 1.1857 -0.717
H -1.9258 -1.6037 0.4142 0.236
C -1.0503 -0.8984 0.1628 -0.307
```

relative energy (zero: lowest compared OMol25 entry of this formula, charge and spin): 2.050 eV
spin multiplicity: 1
charge: -1
HOMO energy: -2.89 eV
LUMO level: 3.5 eV

***

No. 12
3 unconnected molecules or ions with the total composition C2H7OS2 at a distorted geometry, computed with wB97M-V/def2-TZVPD.

```
12
Properties=species:S:1:pos:R:3:mulliken_charge:R:1
H -1.4739 2.0818 0.9710 0.230
S 1.2069 -0.1474 -2.2839 -0.701
H 0.5454 -2.1963 0.9361 0.278
C 1.2892 -1.7233 0.3317 -1.003
H -0.5767 0.6554 1.7363 0.126
H 2.1611 -1.4747 0.9126 0.297
O -2.5336 0.7061 2.2883 -0.485
H 1.5848 -2.6241 -0.1839 0.386
H -3.1774 3.8913 3.6475 -0.039
C -1.5702 1.1732 1.6772 0.115
S 0.3975 -0.2789 -0.3765 -0.244
H -2.7791 4.1392 4.1872 0.040
```

relative energy (zero: lowest compared OMol25 entry of this formula, charge and spin): 2.399 eV
spin multiplicity: 1
charge: -1
HOMO energy: -2.29 eV
LUMO level: 3.7 eV